1.
Formula: C43H102F3N6O27P4SV
Source: the OMol25 dataset
Level of theory: ωB97M-V/def2-TZVPD

Last column: Löwdin charge in e.
Positions of all 187 atoms, in Å:
H (-4.605, -4.339, -1.518)  0.132
H (-2.145, 0.928, -8.155)  0.122
N (-0.126, 4.959, 5.260)  -0.220
C (-3.169, 5.235, -1.762)  -0.055
H (2.215, 0.525, -8.513)  0.085
C (5.027, -3.422, -1.094)  -0.239
H (-3.192, 2.411, 7.158)  0.051
P (-0.541, 0.089, -5.455)  0.368
C (-3.619, -3.305, 4.248)  -0.051
C (-5.631, 0.082, 2.409)  -0.345
H (4.720, 0.644, -1.475)  0.054
O (4.654, 1.126, -6.311)  -0.204
V (4.137, -3.745, 1.605)  0.894
H (-0.863, -0.892, 9.783)  0.082
H (-6.809, 0.213, -0.677)  0.071
C (-2.739, 2.801, -7.216)  -0.075
H (2.388, -5.767, -2.733)  0.103
H (6.428, -1.004, -1.124)  0.124
H (-0.661, -4.146, -4.543)  0.147
H (-1.311, -4.220, 0.957)  0.058
H (-3.329, -1.202, 3.831)  0.100
H (-3.239, 6.001, -2.485)  0.054
H (-4.731, 3.216, 6.878)  0.091
C (-0.228, -0.484, 8.995)  -0.065
C (6.875, 2.424, -5.017)  -0.237
H (6.716, 4.355, -5.849)  0.071
H (-0.709, -3.438, 4.810)  0.069
O (-1.626, 0.584, 5.077)  -0.243
C (0.878, 3.479, -5.133)  -0.048
H (-0.294, 2.275, 2.676)  0.099
N (-2.959, -4.574, -0.267)  -0.159
P (4.846, 0.631, -4.780)  0.374
H (1.741, 4.816, -0.257)  0.115
H (-3.626, 2.479, -6.694)  0.073
P (-1.070, 3.184, -0.002)  0.335
H (2.047, 0.279, -2.840)  0.109
C (6.196, 3.741, -5.161)  -0.066
H (-0.871, 6.690, 4.590)  0.088
H (-4.402, -3.038, 4.881)  0.065
H (0.837, 3.487, 4.167)  0.083
H (0.817, 4.297, -4.445)  0.074
O (3.139, -2.037, 1.173)  -0.394
H (-1.886, -2.062, 3.539)  0.098
H (-2.899, -5.125, -2.302)  0.087
H (0.852, -2.689, -4.470)  0.060
C (3.661, 0.819, -1.538)  -0.034
O (-5.005, 1.128, 2.424)  -0.004
H (-2.103, 3.078, 4.201)  0.054
H (4.315, -0.370, -7.689)  0.109
C (-2.113, -1.343, -3.709)  -0.171
H (-4.607, 1.753, 7.963)  0.104
C (0.040, 2.394, -4.563)  -0.295
H (-3.611, -1.585, -2.094)  0.078
O (-1.095, -0.286, -4.037)  -0.193
C (-6.935, -1.746, 1.284)  -0.008
H (-7.948, -1.570, 1.621)  0.081
O (6.072, 1.453, -4.280)  -0.166
H (3.541, -0.753, -3.020)  0.110
C (-6.014, 0.412, 0.016)  -0.023
H (6.399, -4.297, -3.459)  0.113
H (6.116, 4.126, -4.139)  0.090
H (-3.073, 3.110, -8.231)  0.093
H (1.919, 3.210, -5.222)  0.070
C (-1.830, 1.613, -7.373)  -0.229
H (0.358, 5.925, 3.421)  0.114
H (-0.292, 0.686, 7.281)  0.100
C (-2.330, -4.559, 1.026)  -0.041
O (3.436, -5.026, 0.959)  -0.324
O (-1.232, 4.304, 7.196)  0.013
H (-1.525, 0.948, 2.631)  0.114
H (7.868, 2.510, -4.538)  0.133
O (0.807, -3.164, 1.095)  -0.294
H (-5.584, 1.220, 5.925)  0.109
H (-2.312, 3.642, -6.672)  0.072
C (-0.102, -4.348, 4.812)  0.003
H (3.146, -0.414, -6.338)  0.093
C (-1.091, 5.097, 6.285)  -0.292
N (1.278, -3.856, 4.654)  -0.120
H (-6.954, -1.975, 0.246)  0.059
C (-2.155, 5.477, -0.603)  -0.209
H (-1.574, -2.263, -3.457)  0.094
H (3.125, 0.306, -0.725)  0.052
F (0.037, -0.138, 1.350)  0.178
C (2.590, 3.412, 1.046)  -0.067
H (0.270, 2.976, 5.731)  0.086
O (0.501, 1.251, -5.240)  -0.191
H (-2.239, -5.523, 1.504)  0.091
O (0.249, 3.770, 0.679)  -0.182
C (-4.259, 2.241, 7.015)  -0.086
C (6.684, -1.884, -1.832)  -0.050
H (-2.502, -0.258, -1.854)  0.068
H (1.372, -4.771, 2.784)  0.154
C (-2.230, -5.100, -1.434)  -0.050
H (-0.350, -4.956, 3.949)  0.089
H (2.427, 2.407, 1.231)  0.027
O (1.610, -1.592, -0.609)  -0.273
C (1.529, 3.791, 0.061)  -0.278
O (5.226, -3.042, 0.069)  -0.082
H (2.976, -3.098, 5.696)  0.104
H (-1.399, 1.295, 8.573)  0.121
H (-5.887, -0.462, 3.287)  0.123
H (5.188, 3.644, -5.567)  0.076
C (-2.335, 3.006, 3.143)  -0.064
C (-0.068, -4.889, -3.910)  -0.355
O (-0.442, -6.044, -3.825)  0.002
H (-0.279, -4.932, 5.716)  0.102
H (-2.500, 6.299, -0.001)  0.106
F (2.060, 0.245, 1.855)  0.117
O (-3.984, 0.015, 5.907)  -0.192
H (0.803, -5.800, -1.842)  0.100
H (2.180, -4.535, -1.456)  0.077
C (-3.054, -0.760, -2.643)  -0.064
H (1.996, 1.485, -6.992)  0.053
H (-6.091, 1.496, 0.313)  0.101
H (-5.093, 0.246, -0.494)  0.056
H (-4.015, -3.596, 3.285)  0.058
O (-2.128, 4.319, 0.285)  -0.184
O (3.602, 1.143, -3.979)  -0.152
H (0.432, 3.726, -6.105)  0.084
H (3.598, 3.551, 0.634)  0.088
S (1.677, -2.035, 0.765)  0.594
H (0.917, 6.780, 4.945)  0.083
H (0.070, 2.245, -3.516)  0.079
H (4.571, -3.974, -3.485)  0.061
H (-3.370, 2.792, 2.951)  0.046
H (3.292, 1.900, -1.462)  0.085
H (-2.600, -1.471, -4.679)  0.112
C (-1.360, 2.068, 2.430)  -0.207
H (3.273, 1.957, -8.209)  0.075
H (-3.844, -0.027, -3.024)  0.100
C (1.904, -2.954, 5.639)  0.014
H (1.638, 4.036, 5.697)  0.083
F (0.813, -1.115, 3.106)  0.136
H (-2.208, 4.052, 2.703)  0.090
C (3.133, 0.299, -2.921)  -0.242
C (-0.988, 0.430, 8.061)  -0.241
H (-0.816, 2.005, -7.548)  0.114
O (-5.062, -3.958, 0.432)  -0.003
C (-2.754, -2.074, 4.168)  -0.221
H (-4.190, 5.151, -1.343)  0.085
H (7.648, -2.316, -1.539)  0.099
H (7.069, 1.988, -5.935)  0.086
H (1.465, -2.211, -2.890)  0.091
H (0.710, -0.047, 9.473)  0.113
O (0.106, -1.031, -6.198)  -0.258
O (-2.398, -1.853, 5.604)  -0.192
H (-1.177, 5.814, -0.918)  0.108
H (-2.850, -3.900, 1.741)  0.065
H (1.473, 3.172, -0.873)  0.112
O (5.122, -0.827, -4.768)  -0.252
O (5.414, -4.354, 2.363)  -0.336
H (2.434, -3.183, -4.037)  0.063
H (1.496, -3.135, 6.596)  0.075
H (-1.870, -6.096, -1.339)  0.075
H (4.247, -4.146, -1.357)  0.129
H (-3.072, 4.311, -2.264)  0.047
O (-1.533, 2.067, 0.955)  -0.175
H (-6.373, -2.504, 1.740)  0.037
C (0.714, 3.832, 5.207)  -0.064
C (1.468, -3.050, -3.655)  -0.059
H (-1.818, 5.866, 6.083)  0.120
O (-2.022, -0.380, 7.489)  -0.159
C (2.722, 1.137, -7.754)  -0.060
H (6.857, -1.331, -2.772)  0.083
H (0.022, -1.308, 8.459)  0.022
H (2.588, 4.055, 1.948)  0.088
O (-0.886, 2.758, -1.389)  -0.214
C (1.610, -5.124, -2.244)  -0.048
H (-3.093, -4.165, 4.651)  0.080
H (-1.324, -4.495, -1.665)  0.082
C (5.560, -3.527, -3.438)  -0.020
H (1.668, -1.946, 5.471)  0.073
C (1.087, -0.690, 1.851)  -0.660
H (-4.233, 1.889, 4.921)  0.081
C (-4.541, 1.420, 5.823)  -0.206
H (-1.024, 2.595, -4.683)  0.117
C (1.857, -4.067, 3.498)  -0.282
O (-1.768, 0.855, -6.126)  -0.207
N (5.722, -2.896, -2.103)  -0.147
N (0.958, -4.299, -3.220)  -0.195
C (-4.293, -4.283, -0.458)  -0.311
C (3.694, 0.196, -7.031)  -0.191
P (-2.417, -0.323, 5.995)  0.392
H (5.617, -2.842, -4.352)  0.087
N (-6.071, -0.462, 1.240)  -0.132
C (0.114, 6.158, 4.530)  -0.083
O (2.922, -3.489, 3.216)  -0.099

=====

2.
Formula: C22H31N3O5S
Source: the OMol25 dataset
Level of theory: ωB97M-V/def2-TZVPD

* SMILES: COc1ccc(NS(=O)(=O)c2c(C(=O)N3CCCCCC3)c(C)n(C)c2C)cc1OC
* energy relative to the best compared isomer or geometry (same formula, charge and spin): 178.2 kJ/mol

Last column: Löwdin charge in e.
Positions of all 62 atoms, in Å:
H (3.878, -0.196, -2.420)  0.114
C (-1.738, 0.129, -2.305)  -0.002
H (-2.294, -2.884, -1.305)  0.105
C (3.782, 0.202, -1.407)  -0.161
H (5.595, 2.573, 0.335)  0.109
H (-1.569, -0.196, -3.332)  0.089
H (-3.955, 2.627, -1.698)  0.092
H (3.908, 2.086, 0.515)  0.094
H (-2.563, 2.561, 0.051)  0.102
C (0.477, -1.987, -0.305)  -0.220
H (-7.149, -1.350, 1.124)  0.091
H (2.845, 0.756, -1.341)  0.092
C (4.935, 1.161, -1.128)  -0.199
C (-1.689, 1.157, 1.363)  -0.310
H (3.057, -1.740, -0.821)  0.112
H (0.038, -3.889, 0.557)  0.087
H (1.309, -3.931, -0.672)  0.085
C (0.197, 0.217, -0.599)  -0.187
H (-2.739, -0.182, -2.005)  0.088
C (-3.916, 0.933, 0.439)  -0.196
O (1.528, 0.006, 2.234)  0.035
N (-0.479, 1.870, 1.378)  -0.034
H (1.640, -3.247, 0.924)  0.087
H (0.191, 1.466, 2.030)  0.088
H (4.863, 1.990, -1.834)  0.110
C (0.956, -0.761, 0.091)  -0.098
S (0.266, 1.914, -0.127)  0.693
H (5.889, 0.655, -1.307)  0.109
O (-5.165, -1.110, 1.072)  -0.082
N (3.240, -0.570, 0.880)  -0.030
H (-5.732, 2.725, -1.585)  0.097
C (-0.718, -0.436, -1.389)  -0.230
C (-6.446, -0.561, 0.852)  -0.080
C (4.204, -0.160, 1.883)  -0.135
H (-3.181, -1.658, 2.469)  0.120
H (-1.668, 1.212, -2.262)  0.066
C (3.722, -0.971, -0.423)  -0.130
C (-4.076, -0.276, 1.141)  -0.209
H (4.714, -1.412, -0.294)  0.131
H (-0.821, -3.750, -1.786)  0.088
H (-1.035, -0.416, 2.657)  0.112
O (1.629, 2.307, 0.084)  -0.273
H (3.639, 0.409, 2.624)  0.122
C (-1.337, -2.794, -1.826)  0.002
C (-4.811, 2.599, -1.017)  -0.069
C (-2.731, 1.641, 0.582)  0.026
C (-3.034, -0.728, 1.943)  0.008
O (-0.517, 2.708, -1.032)  -0.286
H (-6.620, 0.313, 1.484)  0.100
C (5.351, 0.693, 1.338)  -0.173
H (-6.596, -0.283, -0.193)  0.085
C (-1.844, -0.037, 2.052)  -0.015
N (-0.526, -1.776, -1.216)  -0.042
H (6.127, 0.054, 0.909)  0.103
H (-4.719, 3.409, -0.288)  0.102
H (-1.530, -2.540, -2.868)  0.094
C (4.913, 1.722, 0.293)  -0.189
O (-4.932, 1.347, -0.384)  -0.109
C (1.936, -0.406, 1.151)  -0.412
C (0.888, -3.344, 0.146)  -0.010
H (4.612, -1.053, 2.375)  0.129
H (5.797, 1.204, 2.193)  0.110

=====

3.
Formula: C5H9NO
Source: the OMol25 dataset
Level of theory: ωB97M-V/def2-TZVPD

* SMILES: C[C@@H]1C(=O)N[C@@H]1C
* energy relative to the best compared isomer or geometry (same formula, charge and spin): 105.8 kJ/mol

Last column: Löwdin charge in e.
Positions of all 16 atoms, in Å:
H (2.288, -0.484, -0.140)  0.082
C (-0.982, 0.163, 0.162)  -0.178
H (0.973, -1.138, -1.086)  0.045
H (1.406, 1.337, 1.751)  0.147
C (-1.155, 0.021, -1.348)  -0.047
H (-0.347, -0.611, -1.744)  0.047
H (1.634, -2.106, 0.222)  0.076
O (-0.726, 2.673, 0.499)  0.075
C (0.330, -0.452, 0.860)  -0.272
N (0.603, 0.912, 1.311)  0.110
C (1.375, -1.082, -0.064)  -0.045
H (-2.096, -0.455, -1.638)  0.078
H (-1.067, 0.982, -1.865)  0.088
H (0.084, -1.122, 1.694)  0.130
H (-1.883, -0.132, 0.711)  0.140
C (-0.430, 1.513, 0.652)  -0.475

=====

E readings, ordered: -7067.28471, -1795.57606, -325.89725 Eh
Gap between HOMO and LUMO readings, ordered: 9.463, 8.435, 10.703 eV
Max |F| readings, ordered: 3.8, 1.1, 0.7 eV/Å